[1]
Density functional theory data (wB97M-V/def2-TZVPD) for a structure of composition C54H67ClN3O6STl.

Each line ends with the Mulliken charge.
CARTESIAN COORDINATES (ANGSTROEM)
1 Tl -1.47917 3.01459 1.05545  1.3224
2 C 0.74343 4.45306 -2.01348  -1.1345
3 O 0.74314 3.28264 -1.20743  -0.1460
4 C 1.46085 2.21785 -1.68679  0.4293
5 C 2.52548 1.73919 -0.92045  0.4675
6 C 2.75083 2.16769 0.52151  -1.5563
7 C 2.47187 1.02505 1.47518  0.3372
8 C 3.49684 0.29654 2.05684  -0.6893
9 C 3.26897 -0.75009 2.95717  -0.0875
10 C 1.93513 -0.99013 3.30298  -0.7775
11 C 0.88349 -0.27867 2.75263  0.7424
12 C -0.55103 -0.47612 3.19101  -1.4872
13 C -1.36223 -1.24143 2.15823  0.6940
14 C -1.13596 -2.59787 1.97715  -0.6993
15 C -1.85829 -3.35603 1.05614  -0.0366
16 C -2.70783 -2.67251 0.19834  -0.1113
17 C -2.91249 -1.29643 0.29174  0.0065
18 C -3.66430 -0.57406 -0.81372  -0.9956
19 C -2.77295 -0.44233 -2.03847  0.5895
20 C -2.61716 -1.54147 -2.86555  -0.2727
21 C -1.76440 -1.55425 -3.96696  -0.5566
22 C -0.99053 -0.40803 -4.13629  -0.2573
23 C -1.12107 0.72110 -3.34552  0.3399
24 C -0.18573 1.89288 -3.59710  -1.5944
25 C 1.15142 1.64770 -2.92151  0.2780
26 C 2.07334 0.76997 -3.48814  -0.0387
27 C 3.22441 0.37685 -2.81838  -0.0152
28 C 3.38829 0.82449 -1.50815  -0.7598
29 C 4.30639 -0.49108 -3.46180  2.1601
30 C 4.46826 -1.79818 -2.67441  -1.6452
31 C 5.63510 0.28283 -3.45427  -1.8006
32 C 3.97380 -0.83733 -4.91442  -1.9803
33 C -2.10957 0.79954 -2.31082  0.9976
34 O -2.37079 1.88491 -1.67357  -0.9113
35 C -1.66206 -2.75878 -4.90094  2.0951
36 C -0.63549 -3.76292 -4.34930  -0.9127
37 C -1.22281 -2.33858 -6.31003  -1.9416
38 C -3.01619 -3.47161 -5.02956  -1.8981
39 C -2.33245 -0.62098 1.36685  0.0441
40 O -2.68814 0.66579 1.68589  -0.3147
41 C -4.05849 0.91787 1.94208  -0.7895
42 C -1.72083 -4.87783 1.04967  2.1116
43 C -2.12978 -5.41917 2.42983  -1.8395
44 C -2.62528 -5.53106 0.00293  -1.8763
45 C -0.26861 -5.27579 0.75186  -1.6285
46 C 1.10900 0.68502 1.72513  0.3319
47 O 0.13401 1.18546 1.06189  -0.4842
48 C 4.39309 -1.67415 3.43463  2.2037
49 C 5.76365 -0.99099 3.37818  -1.9802
50 C 4.43100 -2.91044 2.51651  -1.2916
51 C 4.17352 -2.14673 4.87800  -1.8429
52 H 1.32379 4.30310 -2.92553  0.4156
53 H 1.16449 5.27429 -1.43433  0.2495
54 H -0.28306 4.72248 -2.27509  0.2025
55 H 2.09149 3.00058 0.76857  0.0963
56 H 3.78926 2.48601 0.64319  0.7297
57 H 4.51557 0.56613 1.79109  0.1763
58 H 1.69476 -1.75744 4.03548  0.0106
59 H -0.99746 0.50841 3.33174  0.1875
60 H -0.57274 -1.01526 4.14150  0.6924
61 H -0.37255 -3.06331 2.59533  0.4067
62 H -3.21463 -3.20195 -0.60171  0.3074
63 H -3.95281 0.42884 -0.50627  -0.1713
64 H -4.56169 -1.13984 -1.08082  0.8113
65 H -3.18263 -2.43689 -2.61915  -0.0737
66 H -0.23636 -0.38415 -4.91816  -0.0391
67 H -0.66531 2.78702 -3.20544  0.0086
68 H -0.04182 2.00964 -4.67489  0.7856
69 H 1.84828 0.37153 -4.47204  0.2393
70 H 4.21389 0.46112 -0.90185  0.4027
71 H 4.76751 -1.60395 -1.64262  0.3007
72 H 5.22607 -2.43943 -3.13785  0.4788
73 H 3.52031 -2.34100 -2.64860  0.2863
74 H 5.92816 0.55190 -2.43924  0.2968
75 H 5.53042 1.20709 -4.02839  0.3730
76 H 6.43769 -0.31553 -3.90007  0.4629
77 H 3.06757 -1.44547 -4.97785  0.1843
78 H 4.79711 -1.40545 -5.35679  0.4487
79 H 3.82785 0.06941 -5.50654  0.3988
80 H 0.34821 -3.29326 -4.27211  0.0355
81 H -0.55603 -4.64520 -4.99754  0.4598
82 H -0.92930 -4.08813 -3.34803  -0.1045
83 H -0.18695 -1.99352 -6.31814  0.2488
84 H -1.85534 -1.53193 -6.68773  0.4005
85 H -1.29489 -3.18831 -6.99697  0.4466
86 H -3.30003 -3.95599 -4.09302  0.2568
87 H -2.96488 -4.24684 -5.80158  0.4506
88 H -3.80222 -2.76281 -5.30063  0.3958
89 H -4.66170 0.01593 1.82564  0.3907
90 H -4.42620 1.69514 1.26738  -0.1422
91 H -4.16336 1.28828 2.96579  0.2315
92 H -3.16619 -5.14679 2.64513  0.3635
93 H -1.50280 -5.00095 3.21758  0.3175
94 H -2.04363 -6.51131 2.46076  0.4636
95 H -3.67056 -5.25568 0.16267  0.3799
96 H -2.54502 -6.61899 0.07633  0.4549
97 H -2.33583 -5.23497 -1.00864  0.1084
98 H 0.41165 -4.88782 1.51260  0.2836
99 H 0.04192 -4.86541 -0.21196  0.2890
100 H -0.16184 -6.36541 0.71937  0.4879
101 H 6.03487 -0.73169 2.35328  0.3258
102 H 6.53442 -1.66427 3.76633  0.4648
103 H 5.76322 -0.07588 3.97547  0.4032
104 H 4.59819 -2.60083 1.48208  0.1092
105 H 3.47282 -3.43416 2.55517  0.2150
106 H 5.22664 -3.60858 2.80942  0.4519
107 H 4.09128 -1.29118 5.55269  0.3923
108 H 5.01111 -2.77331 5.20221  0.4475
109 H 3.26252 -2.73958 4.96889  0.3539
110 N -3.97408 4.18893 -0.56599  -0.0243
111 N -5.34051 4.24745 -0.44623  -0.3155
112 C -5.97183 4.39953 0.73877  0.4723
113 N -7.33323 4.59519 0.59723  -0.5560
114 S -5.26772 4.40344 2.23268  -0.3380
115 H -3.52175 5.08118 -0.69071  0.1395
116 H -3.59563 3.41979 -1.12054  0.1751
117 H -5.89457 4.39321 -1.27506  0.1944
118 H -7.78126 4.19892 -0.21649  0.1979
119 H -7.82278 4.45321 1.46299  0.2420
120 Cl -0.58965 7.22681 8.07547  -0.3064
121 C -0.51996 6.17297 6.66606  0.1695
122 C -0.32211 4.79090 6.85050  -0.5185
123 C -0.23336 3.96717 5.76890  -0.4528
124 C -0.33877 4.43538 4.39530  -0.4878
125 O -0.20501 3.62280 3.45331  -0.1295
126 C -0.57798 5.86974 4.26596  1.3193
127 C -0.74364 6.55539 3.00806  -0.4789
128 O -0.84044 6.11781 1.87582  -0.4593
129 C -0.64315 6.68829 5.40989  -0.8166
130 H -0.23736 4.40197 7.85899  0.3784
131 H -0.07209 2.90226 5.89479  0.4001
132 H -0.79645 7.66517 3.14123  0.0636
133 H -0.81158 7.75212 5.27225  0.2835

Output
gap between HOMO and LUMO = 5.46 eV
total energy = -101895.2079 eV
charge = -2
HOMO level = -1.680 eV

=====

[2]
Density functional theory data (wB97M-V/def2-TZVPD) for a cluster of 3 separate species, C10H13ClN in total in a non-equilibrium geometry.

Each line ends with the natural charge from an NBO analysis.
CARTESIAN COORDINATES (ANGSTROEM)
1 C 2.36107 3.24828 1.90306  -0.1997
2 C 2.15554 3.17041 0.56754  -0.2161
3 C 1.51255 2.46216 2.70490  -0.1837
4 C 1.23942 2.26772 0.02005  -0.1961
5 C 0.40529 1.82692 2.16167  -0.2036
6 C 0.31979 1.61861 0.82883  -0.1114
7 C -1.71327 0.68860 -0.41104  -0.3921
8 C -0.11684 -2.92667 -0.58490  -0.3644
9 C -0.62020 0.59041 0.33295  -0.0511
10 C 0.84027 -2.39691 -1.16574  -0.1232
11 N -2.27647 -3.98419 -2.56670  -0.8816
12 Cl -0.41281 -0.77081 1.27307  0.0321
13 H 3.20188 3.78903 2.38418  0.2294
14 H 2.98277 3.54278 -0.07417  0.2230
15 H 1.71306 2.66267 3.83353  0.2269
16 H 0.98200 2.36623 -1.11200  0.2201
17 H -0.26674 1.39240 2.88270  0.2276
18 H -1.87359 1.54503 -1.04473  0.2181
19 H -2.43807 -0.12666 -0.59715  0.1921
20 H -0.85942 -3.43700 -0.02159  0.2450
21 H -1.69706 -3.52474 -1.74585  0.4772
22 H 1.75301 -1.85870 -1.22145  0.2649
23 H -2.53579 -3.09424 -2.91479  0.4537
24 H -2.93262 -4.58176 -2.15250  0.4499
25 H -1.72376 -4.46956 -3.27988  0.4631

Output
gap between HOMO and LUMO = 7.31 eV
total energy = -24581.7749 eV
charge = +1
HOMO level = -11.364 eV

=====

[3]
Density functional theory data (wB97M-V/def2-TZVPD) for a cluster of 5 separate species, C23H49BFO11S5 in total in a non-equilibrium geometry.

Each line ends with the Mulliken charge.
CARTESIAN COORDINATES (ANGSTROEM)
1 C 2.72455 -4.45992 -1.30767  -1.1778
2 C 1.77089 -3.30702 -0.63873  0.2618
3 C 1.80564 -1.90658 -1.55184  -0.7018
4 C 0.25563 -3.79306 -0.24807  -0.3924
5 C -0.47782 -4.75547 -1.35331  0.2555
6 C -0.30496 -4.28457 -2.91372  -1.1477
7 C -2.09847 -4.86842 -0.95802  -0.7089
8 O -2.86260 -3.65418 -1.38832  -0.1068
9 S -4.51031 -4.16529 -1.59479  0.5202
10 F -4.95084 -4.13071 -3.27099  -0.2253
11 B -5.68175 -2.96686 -0.69640  0.6869
12 O -5.73368 -3.10276 0.78886  -0.5459
13 O -6.51230 -1.93418 -1.38358  -0.4220
14 H 3.77135 -4.41740 -0.73612  0.2995
15 H 2.33211 -5.55730 -1.20288  0.2447
16 H 2.99706 -4.20075 -2.44064  0.2991
17 H 2.29456 -2.99781 0.38837  0.3746
18 H 1.71617 -0.94539 -0.88487  -0.0545
19 H 0.94677 -1.85635 -2.34500  0.1956
20 H 2.82094 -1.95520 -2.15315  0.3244
21 H -0.35893 -2.80402 0.00760  -0.2931
22 H 0.34805 -4.44309 0.74867  0.3688
23 H -0.04483 -5.85103 -1.23729  0.3956
24 H -0.50135 -5.25790 -3.57653  0.3333
25 H 0.76030 -3.89944 -3.20660  0.2964
26 H -1.07650 -3.48571 -3.28368  0.2434
27 H -2.27662 -5.11837 0.17232  0.3230
28 H -2.50794 -5.78630 -1.59618  0.5298
29 H -6.35805 -3.88058 1.00187  0.3562
30 H -7.34077 -2.36807 -1.79300  0.3554
31 C 3.11814 3.23508 -0.27422  -0.7738
32 C 3.42518 3.85042 1.09022  -0.6123
33 C 2.99102 2.84464 2.15510  -0.6788
34 S 3.12526 1.23024 1.40189  1.0822
35 O 1.79805 0.66293 1.28877  -0.5251
36 O 4.22705 0.51077 2.00925  -0.7101
37 C 3.63261 1.80486 -0.20684  -0.1886
38 H 3.59027 3.79411 -1.08737  0.3722
39 H 2.03503 3.23704 -0.44537  0.3233
40 H 4.50338 4.03346 1.17345  0.2696
41 H 2.91805 4.81102 1.22430  0.3708
42 H 3.63545 2.88886 3.03673  0.3384
43 H 1.94841 2.99650 2.44765  0.3278
44 H 3.21476 1.16099 -0.98261  0.3115
45 H 4.72578 1.77749 -0.24251  0.0867
46 C -3.44850 -0.93870 1.07810  -0.0734
47 C -2.25816 -1.15525 2.01126  -1.0603
48 C -1.43122 0.12935 2.00548  -0.2767
49 S -2.57227 1.45652 1.64728  1.2507
50 O -2.22645 2.02709 0.36238  -0.6768
51 O -2.74700 2.26874 2.83481  -0.6723
52 C -4.01224 0.42759 1.43895  -0.8191
53 H -4.20011 -1.72569 1.18924  0.1031
54 H -3.10664 -0.94079 0.03619  0.2863
55 H -2.62219 -1.35507 3.02639  0.3931
56 H -1.65433 -2.01488 1.70414  0.2866
57 H -0.95891 0.30809 2.97476  0.4385
58 H -0.67227 0.11324 1.21846  0.0330
59 H -4.65978 0.84321 0.66504  0.4929
60 H -4.54148 0.39498 2.39597  0.3978
61 C 8.67586 1.38627 -1.20569  -0.5069
62 C 8.89835 0.01954 -0.55982  -0.6404
63 C 7.65208 -0.82260 -0.82757  -0.5603
64 S 6.95205 -0.20838 -2.35215  1.0374
65 O 5.66435 0.38601 -2.06118  -0.5091
66 O 7.13065 -1.20106 -3.39290  -0.7157
67 C 8.13540 1.10096 -2.59898  -0.7226
68 H 9.59887 1.97206 -1.24484  0.3409
69 H 7.93832 1.95366 -0.62557  0.2374
70 H 9.77298 -0.46088 -1.01497  0.3037
71 H 9.09318 0.10614 0.51369  0.3237
72 H 7.89879 -1.88120 -0.94170  0.3562
73 H 6.90669 -0.69678 -0.03748  0.3171
74 H 7.64805 1.96397 -3.05580  0.3856
75 H 8.92282 0.72073 -3.25659  0.3519
76 C -6.23100 5.33933 0.62138  -0.7477
77 C -5.41030 4.28414 1.36140  -0.1498
78 C -6.06576 4.06588 2.72405  -0.5408
79 S -7.79849 4.44556 2.51160  1.1708
80 O -8.11338 5.61762 3.30107  -0.6532
81 O -8.56920 3.22132 2.59943  -0.6777
82 C -7.68559 4.93096 0.80068  -0.7255
83 H -5.95759 5.39839 -0.43616  0.3491
84 H -6.05906 6.32424 1.07175  0.3507
85 H -5.42264 3.34696 0.79177  -0.0652
86 H -4.36452 4.58801 1.47046  0.3286
87 H -5.95918 3.03154 3.06066  0.2667
88 H -5.65951 4.74659 3.47722  0.3517
89 H -8.38766 5.74071 0.59481  0.4234
90 H -7.92767 4.05721 0.18831  0.3348

Output
gap between HOMO and LUMO = 5.03 eV
total energy = -104725.5657 eV
charge = +1
HOMO level = -11.622 eV

=====

[4]
Density functional theory data (wB97M-V/def2-TZVPD) for the molecule CH2N2O2S in a non-equilibrium geometry.

Each line ends with the natural charge from an NBO analysis.
CARTESIAN COORDINATES (ANGSTROEM)
1 C -0.73587 0.61064 -0.15690  0.2447
2 N 0.40483 1.12460 -0.37514  -0.7614
3 N -0.85279 -0.69345 -0.00482  -0.3064
4 O 2.22009 0.17127 1.08783  -0.8913
5 O 0.41169 -1.22083 -0.22975  -0.5698
6 S 1.67250 0.00838 -0.21733  1.6215
7 H -1.51486 1.39413 -0.23104  0.2268
8 H -1.60559 -1.39474 0.12714  0.4360

Output
gap between HOMO and LUMO = 10.39 eV
total energy = -18976.8250 eV
HOMO level = -9.774 eV